[1]
Here is one molecule with the formula C8H14OS from OMol25. Energies are from ωB97M-V with the def2-TZVPD basis set.

Cartesian coordinates (Å):
C 2.35732 -0.50056 1.33427
C -0.29982 -0.26118 0.26666
C -1.58244 -0.80837 -0.10467
C 2.70512 0.78265 0.54058
C 2.25532 0.48186 -0.92014
C 1.91357 -0.99425 -1.09725
C -3.02758 1.31401 0.48394
C -2.94056 -0.14216 -0.14729
O -1.71655 -2.11795 -0.32846
S 1.15416 -1.28037 0.59442
H 2.25452 -0.56350 2.41836
H -0.17357 0.71678 0.68846
H 2.27547 1.77532 0.92125
H 3.69983 0.99677 0.46412
H 1.22106 1.06986 -1.10155
H 3.00580 0.72172 -1.59385
H 1.15026 -1.09208 -1.82523
H 2.81150 -1.54601 -1.34538
H -2.15936 1.58829 1.14915
H -3.99765 1.52202 1.01963
H -3.06794 1.97090 -0.39392
H -3.25959 -0.23465 -1.26259
H -3.73193 -0.82860 0.40246
H -0.84691 -2.57049 -0.16295

## Properties
HOMO energy	-7.129	eV
frontier orbital gap	0.2881	Ha


[2]
Here is C8H15AlCl2O5 as an isolated structure from OMol25. Energies are from ωB97M-V with the def2-TZVPD basis set.

Cartesian coordinates (Å):
Al -0.34125 -0.60094 -0.31522
C -1.59036 2.14862 0.19745
O -1.36390 0.74485 0.52088
C -1.43455 0.39419 1.94700
C -0.01059 0.15009 2.39957
O 0.59232 -0.68059 1.35113
C 2.03216 -0.59599 1.19306
C 2.29762 0.48569 0.16016
O 1.18971 0.42763 -0.79535
C 1.45740 1.19459 -2.01761
H -2.57466 2.42420 0.56308
H -0.81778 2.76330 0.65551
H -1.56246 2.24245 -0.88454
H -1.90427 1.20386 2.49872
H -2.04342 -0.50327 2.01534
H 0.56339 1.07466 2.47595
H 0.02326 -0.39253 3.34092
H 2.50312 -0.37432 2.14731
H 2.35884 -1.57805 0.86003
H 2.31952 1.49215 0.57488
H 3.22697 0.29344 -0.37382
H 2.29253 0.73726 -2.54182
H 0.56668 1.16639 -2.63442
H 1.69150 2.21764 -1.73343
Cl -1.58900 -0.51965 -2.40504
C -1.20914 -2.29534 -2.26636
Cl 0.57472 -2.36587 -2.09767
C -1.79778 -2.76828 -0.90987
O -2.54686 -3.67764 -0.84396
O -1.35093 -1.98167 0.06484
H -1.55281 -2.82691 -3.14674

## Properties
charge	+2
HOMO energy	-17.354	eV
frontier orbital gap	0.3874	Ha


[3]
Here is one molecule with the formula C8H15BO2 from OMol25. Energies are from ωB97M-V with the def2-TZVPD basis set.

Cartesian coordinates (Å):
C -0.54571 -3.65859 0.56632
C -1.41204 -2.85587 -0.04286
B -1.04274 -1.98702 -1.27750
C -0.40027 -0.57259 -1.04230
C 1.10741 -0.80479 -0.81526
C 1.92665 0.47703 -0.67585
C 1.60016 1.31303 0.55436
O 0.51682 2.22202 0.28345
C -0.52446 2.22730 1.13091
C -1.45542 3.38092 0.88443
O -0.71876 1.38836 1.96822
H 0.42452 -3.89264 0.13908
H -0.77022 -4.11825 1.52267
H -2.40578 -2.77802 0.39879
H -1.19117 -2.36812 -2.40346
H -0.53659 0.05991 -1.92487
H -0.85018 -0.09240 -0.16882
H 1.26802 -1.44339 0.05881
H 1.50673 -1.36085 -1.67359
H 1.81590 1.10808 -1.56270
H 2.98668 0.21212 -0.60295
H 1.37468 0.69031 1.41948
H 2.45848 1.94287 0.80148
H -1.04891 4.09713 0.17447
H -2.37168 2.96709 0.45450
H -1.71217 3.84637 1.83320

## Properties
HOMO energy	-9.450	eV
frontier orbital gap	0.3732	Ha
SMILES string	C=CBCCCCOC(C)=O


[4]
Here is C8H15Cl6Mg2O2 as an isolated structure from OMol25. Energies are from ωB97M-V with the def2-TZVPD basis set.

Cartesian coordinates (Å):
Mg 4.59416 1.28636 2.53804
Mg 1.23352 3.20037 3.72709
C 0.66559 0.19182 0.81759
C 1.58901 0.86451 1.88465
O 1.00769 1.70964 2.57324
O 2.80647 0.61181 1.85247
H 1.01399 0.04826 -0.20520
H -0.26119 0.76444 0.78178
H 0.32675 -0.75503 1.23802
Cl -2.09842 1.89569 -1.79258
C -0.91804 2.98758 -2.49880
C 0.52001 2.50345 -2.60942
Cl 1.46059 2.58886 -1.07008
H -1.03041 3.94688 -1.99361
H -1.26101 3.11672 -3.52534
H 1.11460 3.00120 -3.37545
H 0.56377 1.45699 -2.91125
Cl 2.65588 -3.01470 -3.58472
C 1.30088 -3.14312 -2.42646
C 0.25975 -2.15670 -2.86548
Cl -0.78763 -1.82570 -1.47266
H 1.62387 -2.90666 -1.41261
H 0.88427 -4.15034 -2.41973
H -0.34084 -2.61793 -3.64949
H 0.65998 -1.20630 -3.21853
Cl -4.21349 -1.08629 2.95518
C -2.52223 -0.83463 2.56298
C -1.70548 -1.05700 3.79138
Cl -2.01447 -2.70326 4.33603
H -2.41352 0.16507 2.14239
H -2.18880 -1.38276 1.68180
H -1.87848 -0.34363 4.59715
H -0.64677 -1.15561 3.55160

## Properties
spin multiplicity	2
charge	+4
HOMO energy (spin up / spin down)	-18.892 / -18.870	eV
frontier orbital gap (spin up / spin down)	0.0645 / 0.0637	Ha


[5]
Here is an isolated ion of composition C8H15ClN3O3 and charge +1 from OMol25. Energies are from ωB97M-V with the def2-TZVPD basis set.

Cartesian coordinates (Å):
C 1.62281 0.93752 -0.45955
C -3.27672 -1.72165 0.95849
C -2.23537 -2.14436 0.00611
C -2.68992 -0.52478 1.64936
C -0.88565 -1.70498 0.62847
C 1.30275 2.88969 0.99123
C 0.25089 -1.18096 -0.32982
C 2.58271 0.31837 -1.56986
N 0.72108 0.10505 0.06365
N 1.92502 2.16373 -0.11309
N 2.35365 1.17559 -2.69979
O 2.73241 2.32349 -2.70310
O 1.82877 0.60518 -3.63202
O -1.26698 -0.59445 1.49084
Cl 4.29900 0.35019 -1.28946
H -4.24433 -1.39764 0.55692
H -3.48924 -2.57065 1.60586
H -2.12500 -3.21405 -0.13410
H -2.38816 -1.58621 -0.97473
H -3.19921 0.44451 1.20323
H -2.87881 -0.59275 2.73522
H -0.38304 -2.39703 1.30623
H 0.17785 2.75073 0.94571
H 1.66355 3.93054 0.78944
H 1.70112 2.51916 1.96508
H 1.12286 -1.88551 -0.20307
H -0.08127 -1.22849 -1.27654
H 2.22251 -0.74935 -1.79342
H -0.04582 0.28995 0.89076
H 2.68252 2.68917 -0.60807

## Properties
charge	+1
HOMO energy	-13.782	eV
frontier orbital gap	0.3542	Ha
SMILES string	C/[NH+]=C(\NC[C@@H]1CCCO1)[C@H](Cl)[N+](=O)[O-]


[6]
Here is a 2-piece molecular cluster, C8H15F2N3 overall from OMol25. Energies are from ωB97M-V with the def2-TZVPD basis set.

Cartesian coordinates (Å):
C 0.96813 -2.35856 0.13503
C 1.14988 -1.27164 0.93985
C 0.03075 -1.63210 -2.21368
C 0.60059 -2.52848 -1.23170
C 0.96870 0.04749 0.68496
C -2.11179 3.39378 1.73492
C -0.61142 1.57027 1.90565
C -0.96669 2.66830 1.05423
N 1.43079 0.87192 -0.16392
N -0.49180 -0.42605 -2.06036
N 0.77090 -3.91450 -1.64235
F 0.12435 3.44103 0.86157
F -1.28805 2.24000 -0.18337
H 1.05359 -3.36521 0.52420
H 1.46440 -1.41789 1.98852
H 0.16769 -1.88935 -3.23507
H -2.33735 4.40011 1.39879
H -1.95309 3.51251 2.80875
H -3.10989 2.88125 1.58847
H -1.29638 0.78113 2.10133
H 0.00551 1.86642 2.74714
H 2.32856 0.80526 -0.77479
H 1.30404 1.88861 -0.07571
H -0.94408 0.21493 -2.70198
H -0.29348 0.01873 -1.13644
H 1.62446 -4.06928 -2.21821
H -0.09788 -4.42296 -1.94997
H 1.11886 -4.33471 -0.67024

## Properties
charge	+2
HOMO energy (spin up / spin down)	-15.311 / -15.312	eV
frontier orbital gap (spin up / spin down)	0.2569 / 0.2512	Ha


Record order is preserved below.
Electronic energy: -21401.332; -50404.897; -13309.680; -98609.769; -31663.465; -18423.237 eV